43
Properties=species:S:1:pos:R:3:forces:R:3 method="wB97M-V/def2-TZVPD" gap_ev="6.1 / 6.4" s2=2.0218 max_force_ev_per_a=9.172 spin_multiplicity=3 total_charge=+2 e_above_lowest_kcal_mol=37.1
W 0.007984 -0.020131 0.108865 2.244 2.329 6.446
H 1.365904 0.542336 -0.810296 0.341 0.015 -1.687
H 0.492282 0.161238 -1.497453 1.141 0.737 -1.095
P -1.865447 -0.411272 -1.283433 -2.516 -0.591 -2.250
C -2.209205 -2.156328 -1.653884 -0.038 -0.264 0.088
H -3.118843 -2.187043 -2.271781 0.279 -0.080 0.190
H -1.383398 -2.621111 -2.207521 -0.189 0.147 0.074
H -2.379125 -2.726518 -0.733108 -0.017 0.095 -0.165
C -3.453382 0.193801 -0.644107 0.152 -0.048 0.211
H -3.399672 1.278705 -0.501066 -0.098 -0.211 -0.049
H -4.235976 -0.070446 -1.366701 0.145 0.156 0.201
H -3.652163 -0.285566 0.320721 -0.078 0.125 -0.188
C -1.846410 0.296778 -2.972163 0.199 0.073 0.060
H -1.017981 -0.131675 -3.554474 -0.245 0.133 0.130
H -2.803091 0.043696 -3.456279 0.347 0.137 0.126
H -1.730066 1.388713 -2.927167 -0.058 -0.308 -0.047
C 0.597738 -1.940875 -0.219718 2.348 -8.835 -0.748
O 0.961325 -3.071584 -0.212168 -1.917 6.218 -0.146
H -0.719050 1.483961 0.072282 -0.987 1.070 -1.223
H -1.456006 -0.238286 0.892243 -0.725 -0.378 0.625
C 3.934320 1.723073 0.163694 0.241 -0.057 -0.230
N 3.408210 2.556430 1.275953 -0.253 -0.276 0.541
C 3.655992 3.999393 1.033264 0.065 0.399 -0.016
C 1.935583 2.297606 1.651058 0.715 0.894 -0.126
C 1.800288 1.064272 2.475670 0.920 -0.471 1.039
C 2.511386 0.962161 3.689473 -0.335 0.371 -0.736
C 2.356925 -0.166311 4.490372 0.122 -0.058 0.258
C 1.539944 -1.218314 4.091440 -0.484 -0.780 -0.418
C 0.886948 -1.168060 2.852402 0.355 0.225 1.097
C 1.008685 -0.013866 2.063216 -1.054 -0.803 -1.858
H 3.386883 1.959203 -0.750618 0.051 0.016 0.119
H 3.846481 0.662193 0.405212 -0.054 0.169 0.052
H 4.989421 1.993089 0.036582 -0.274 -0.204 -0.060
H 3.959303 2.294395 2.103488 -0.221 0.053 -0.147
H 3.056000 4.321344 0.179190 0.114 -0.023 0.112
H 3.365796 4.554446 1.930025 0.099 -0.040 -0.235
H 4.720634 4.137748 0.827374 -0.232 0.062 0.014
H 1.649357 3.195341 2.216772 -0.064 -0.292 -0.111
H 1.364101 2.316346 0.712781 0.132 -0.113 0.186
H 3.187605 1.767319 4.008760 -0.402 -0.263 0.074
H 2.872272 -0.230866 5.450529 -0.117 0.070 -0.316
H 1.415158 -2.098561 4.734416 0.136 0.442 -0.263
H 0.269193 -1.990802 2.484430 0.211 0.159 0.473